(i)
Computed, not measured: a molecular structure, C4H8OS, with ωB97M-V with the def2-TZVPD basis set.

Each line ends with the Löwdin charge.
Geometry (Å):
H1 1.32 -1.39 -0.31  0.104
H2 0.64 0.44 1.21  0.137
H3 2.43 -0.08 -0.18  0.064
S1 0.57 2.34 -0.84  0.901
H4 -0.44 0.11 -1.47  0.125
H5 1.82 -0.63 -1.75  0.064
C1 -0.23 0.73 0.60  -0.488
O1 -0.30 2.23 0.58  -0.500
C2 0.39 0.47 -0.79  -0.543
H6 -2.08 0.09 1.86  0.107
H7 -1.68 -0.96 0.53  0.097
C3 -1.57 0.15 0.82  -0.077
C4 1.60 -0.39 -0.75  -0.115
H8 -2.33 0.58 0.04  0.123

Results
- frontier orbital gap (Ha) = 0.3232
- net charge = 0
- E_HOMO (eV) = -8.1

(ii)
Computed, not measured: a single C4H8OS molecule, with ωB97M-V with the def2-TZVPD basis set.

Each line ends with the Löwdin charge.
Geometry (Å):
H1 0.40 -0.79 -1.55  0.139
H2 0.62 1.25 -0.54  -0.145
H3 1.72 -1.08 1.38  0.156
C1 1.67 -0.61 0.29  -0.358
H4 -2.76 -0.56 0.77  0.062
H5 0.34 -2.18 -0.36  0.138
H6 -2.47 -0.54 -1.05  0.094
S1 -0.60 1.43 -0.01  0.754
H7 -2.10 -2.05 0.14  0.100
O1 2.44 0.16 -0.09  0.072
C2 0.40 -1.04 -0.44  -0.229
H8 -0.62 -0.47 1.37  0.086
C3 -2.15 -0.93 -0.04  -0.131
C4 -0.78 -0.39 0.29  -0.739

Results
- frontier orbital gap (Ha) = 0.3708
- SMILES = C[C@H](S)CC=O
- net charge = 0
- E_HOMO (eV) = -9.2

Which of them is most stable, and which least? Most stable: (ii); least stable: (i).

(i)
Computed, not measured: a single C18H26N2O4S molecule, with ωB97M-V with the def2-TZVPD basis set.

Each line ends with the Löwdin charge.
Geometry (Å):
O1 0.95 -2.40 3.97  0.081
H1 -1.46 -1.16 -0.13  0.063
S1 0.23 0.74 -1.22  0.647
H2 -5.65 2.51 -3.52  0.145
C1 -1.26 -1.12 1.92  -0.126
H3 -0.84 3.28 -0.90  0.027
H4 -1.36 -2.28 2.18  0.196
C2 -2.59 3.42 -1.78  0.060
N1 1.79 -1.29 2.26  0.086
H5 -2.24 -0.88 1.89  0.107
C3 2.99 -1.89 2.30  -0.092
H6 3.63 -1.60 2.78  -0.005
C4 3.38 -2.13 0.72  -0.180
H7 -5.64 3.18 -1.78  0.147
C5 -1.30 1.35 -1.88  -0.257
C6 -0.74 -1.12 0.50  -0.160
C7 -3.63 1.29 -2.70  0.006
C8 -0.41 -0.72 2.95  -0.393
H8 3.23 -0.04 0.44  0.184
C9 -2.27 0.69 -2.39  -0.048
C10 3.69 -1.18 -1.43  -0.155
H9 -4.18 0.71 -3.38  0.083
O2 1.17 1.74 -0.84  -0.277
H10 4.16 -3.05 0.68  0.176
H11 -0.90 -0.94 3.82  0.157
H12 4.49 -1.33 -2.10  0.093
C11 -5.07 3.24 -2.79  -0.062
O3 2.43 -2.69 -0.11  -0.078
H13 3.06 -0.43 -1.96  0.103
C12 4.01 -0.91 -0.17  -0.166
C13 -0.56 1.20 1.38  -0.055
H14 2.95 -2.78 2.82  0.116
H15 -5.07 4.08 -3.14  -0.021
C14 0.63 -1.58 3.10  -0.368
H16 1.74 -2.52 -1.98  0.110
C15 -0.31 0.62 2.71  -0.182
H17 0.06 -1.73 0.18  0.111
H18 -0.81 1.37 3.44  0.169
H19 3.22 -3.34 -1.70  0.106
H20 -1.96 -0.26 -2.69  0.097
H21 0.84 1.05 2.91  0.189
H22 4.86 -0.67 0.30  0.067
N2 -0.01 0.06 0.19  -0.201
H23 -1.58 1.25 1.22  0.081
O4 0.48 -0.53 -1.91  -0.302
C16 -3.86 2.63 -2.49  -0.230
C17 2.60 -2.53 -1.30  -0.284
H24 1.68 -0.50 1.68  0.086
C18 -1.47 2.80 -1.43  -0.036
H25 -0.03 2.14 0.94  0.134
H26 -3.06 4.26 -1.56  0.047

Results
- frontier orbital gap (Ha) = 0.3214
- SMILES = Cc1ccc(S(=O)(=O)N2CCC(C(=O)NC[C@@H]3CCCO3)CC2)cc1
- net charge = 0
- E_HOMO (eV) = -8.5

(ii)
Computed, not measured: a single C18H26N2O4S molecule, with ωB97M-V with the def2-TZVPD basis set.

Each line ends with the Löwdin charge.
Geometry (Å):
C1 4.78 2.15 0.79  -0.166
C2 -4.71 -1.43 -2.31  -0.230
H1 -6.79 0.90 -1.22  0.112
O1 -3.61 -2.26 -0.32  0.087
H2 -0.30 -0.10 -3.07  0.116
C3 -3.50 -1.69 -1.38  -0.407
H3 -5.27 1.52 -3.41  0.125
H4 -6.75 -1.88 -1.66  0.116
S1 3.26 -1.33 0.03  0.671
H5 4.96 3.04 2.74  0.111
H6 4.21 0.95 -0.92  0.113
H7 -0.35 0.85 3.23  0.073
H8 0.59 -0.64 3.33  0.073
C4 -1.05 -1.27 -1.43  -0.202
C5 1.57 -1.34 -0.56  -0.281
H9 -4.82 -2.33 -2.93  0.164
C6 3.86 1.19 2.91  -0.133
C7 0.66 0.44 3.28  -0.086
C8 1.47 0.87 2.06  -0.198
C9 -6.41 0.25 -2.01  -0.142
H10 -2.48 -0.71 -2.80  0.144
O2 3.39 -2.36 1.02  -0.279
H11 1.13 0.80 4.20  0.070
H12 0.88 -2.52 1.06  0.117
H13 1.49 1.96 2.01  0.105
C10 -0.05 -0.62 -2.16  -0.003
O3 -4.48 -0.34 -3.18  -0.118
H14 -5.74 -1.11 -0.44  0.113
C11 -0.72 -1.95 -0.26  0.016
C12 -5.98 -1.13 -1.50  -0.105
C13 -5.11 0.79 -2.61  -0.188
O4 4.14 -1.35 -1.11  -0.282
C14 0.59 -1.99 0.16  -0.052
H15 -4.48 1.23 -1.83  0.128
H16 2.87 1.88 -0.20  0.128
C15 2.90 0.31 2.10  -0.333
H17 -7.17 0.16 -2.78  0.113
H18 0.97 0.51 1.16  0.097
H19 4.78 0.63 3.09  0.123
C16 3.78 1.29 0.02  -0.197
N1 3.47 0.12 0.78  -0.214
N2 -2.35 -1.20 -1.92  0.147
H20 3.41 1.43 3.88  0.112
H21 5.71 1.59 0.90  0.121
H22 2.87 -0.69 2.54  0.135
H23 2.05 -0.19 -2.28  0.115
H24 3.34 3.11 2.06  0.104
C17 4.22 2.48 2.17  -0.195
H25 -1.50 -2.45 0.29  0.105
H26 4.99 3.06 0.23  0.113
C18 1.26 -0.66 -1.73  -0.055

Results
- frontier orbital gap (Ha) = 0.3400
- SMILES = CC[C@@H]1CCCCN1S(=O)(=O)c1ccc(NC(=O)[C@H]2CCCO2)cc1
- net charge = 0
- E_HOMO (eV) = -8.7

Which of them is most stable, and which least? Most stable: (ii); least stable: (i).

(i)
Computed, not measured: a single C5H7NO2S2 molecule, with ωB97M-V with the def2-TZVPD basis set.

Each line ends with the Löwdin charge.
Geometry (Å):
C1 1.35 0.18 -1.13  -0.407
H1 0.81 2.03 -0.87  0.106
S1 1.69 -1.49 -0.49  0.926
C2 0.65 -0.27 1.75  -0.119
C3 0.79 1.09 -0.40  -0.179
H2 0.24 -0.18 2.64  0.068
O1 -1.31 0.74 0.86  -0.292
H3 -2.47 -0.17 -1.97  0.064
S2 -1.57 -0.67 -0.04  0.891
C4 1.29 -1.27 1.17  -0.469
C5 0.15 0.92 0.92  -0.366
H4 1.81 0.23 -2.17  0.104
H5 -0.73 0.03 -2.12  0.029
H6 1.47 -2.12 1.81  0.072
N1 -1.57 0.07 -1.55  -0.147
O2 -2.99 -0.97 0.12  -0.434
H7 0.39 1.85 1.47  0.154

Results
- frontier orbital gap (Ha) = 0.3383
- net charge = 0
- E_HOMO (eV) = -8.7

(ii)
Computed, not measured: 2 unconnected molecules or ions with the total composition C5H7NO2S2, with ωB97M-V with the def2-TZVPD basis set.

Each line ends with the Löwdin charge.
Geometry (Å):
H1 -0.76 -1.40 -2.00  0.147
S1 -1.34 1.52 -2.19  0.118
S2 0.52 1.70 -2.87  0.307
O1 0.72 0.92 1.85  0.085
H2 2.60 2.22 -1.91  0.065
C1 1.68 1.61 -1.49  -0.488
H3 -1.78 -2.88 1.20  0.075
C2 -0.06 -0.12 1.40  -0.372
C3 -0.78 -1.09 2.12  0.011
H4 -0.95 -1.03 3.15  0.083
H5 2.04 0.62 -1.24  0.012
H6 0.57 1.13 2.78  0.116
O2 -1.34 -1.79 -1.27  0.099
C4 -1.30 -1.98 1.14  0.029
H7 1.32 2.23 -0.66  0.025
N1 -0.15 -0.29 0.07  0.114
C5 -0.99 -1.36 -0.09  -0.427

Results
- frontier orbital gap (alpha / beta) (Ha) = 0.2457 / 0.2623
- net charge = 0
- E_HOMO (alpha / beta) (eV) = -8.0 / -8.3

Which of them is most stable, and which least? Most stable: (ii); least stable: (i).

(i)
Computed, not measured: 2 unconnected molecules or ions with the total composition CH3ClN2O2, with ωB97M-V with the def2-TZVPD basis set.

Each line ends with the Löwdin charge.
Geometry (Å):
H1 -2.05 -0.84 0.20  0.081
N1 2.07 0.23 -0.57  -0.379
H2 -0.69 -1.48 -0.90  0.060
O1 2.48 1.15 0.01  -0.027
O2 -0.84 1.41 0.52  -0.038
H3 -1.70 1.22 0.95  0.100
N2 -0.41 0.37 -0.23  -0.142
Cl1 2.23 -1.36 0.32  0.392
C1 -1.09 -0.68 -0.30  -0.047

Results
- frontier orbital gap (Ha) = 0.3565
- SMILES = O=NCl.C=NO
- net charge = 0
- E_HOMO (eV) = -10.1

(ii)
Computed, not measured: a single CH3ClN2O2 molecule, with ωB97M-V with the def2-TZVPD basis set.

Each line ends with the Löwdin charge.
Geometry (Å):
C1 0.10 -0.50 0.34  -0.219
O1 1.93 0.79 0.83  0.068
N1 -1.09 -0.52 -0.51  -0.468
N2 1.10 0.50 -0.03  -0.414
H1 0.71 -1.51 0.40  0.178
H2 -0.89 -0.21 -1.50  0.097
Cl1 -2.44 0.32 0.18  0.581
H3 -0.22 -0.05 1.27  0.102
O2 0.80 1.19 -0.98  0.075

Results
- frontier orbital gap (Ha) = 0.3584
- SMILES = O=[N+]([O-])CNCl
- net charge = 0
- E_HOMO (eV) = -10.0

Which of them is most stable, and which least? Most stable: (ii); least stable: (i).

(i)
Computed, not measured: a molecular structure, CH3ClN2O2, with ωB97M-V with the def2-TZVPD basis set.

Each line ends with the Löwdin charge.
Geometry (Å):
C1 -0.37 0.70 0.31  0.020
H1 -0.70 1.49 -0.45  0.136
Cl1 2.08 -1.08 0.40  0.520
N1 -0.94 -0.58 0.08  -0.498
N2 1.47 0.39 -0.34  -0.351
O1 -0.86 -1.36 0.99  0.055
H2 1.08 0.16 -1.22  -0.025
O2 -1.33 -0.81 -1.07  0.046
H3 -0.43 1.08 1.30  0.097

Results
- frontier orbital gap (alpha / beta) (Ha) = 0.3431 / 0.3431
- net charge = 0
- E_HOMO (alpha / beta) (eV) = -10.4 / -10.4

(ii)
Computed, not measured: a single CH3ClN2O2 molecule, with ωB97M-V with the def2-TZVPD basis set.

Each line ends with the Löwdin charge.
Geometry (Å):
O1 -2.14 -1.17 -0.39  -0.007
C1 0.94 0.48 0.19  -0.661
H1 1.22 1.46 -0.41  0.133
Cl1 2.02 -0.72 -0.21  0.711
N1 -0.97 -0.91 -0.07  -0.112
H2 0.99 0.90 1.28  0.137
H3 -0.38 -1.71 -0.04  0.141
N2 -0.49 0.29 -0.07  -0.287
O2 -1.20 1.39 -0.27  -0.055

Results
- frontier orbital gap (alpha / beta) (Ha) = 0.3305 / 0.3285
- net charge = 0
- E_HOMO (alpha / beta) (eV) = -9.0 / -9.0

Which of them is most stable, and which least? Most stable: (ii); least stable: (i).